(1)
DFT (the ωB97M-V functional and the def2-TZVPD basis) results for 11 unconnected molecules or ions with the total composition C16H54N12O16 in a non-equilibrium geometry.

```
98
Properties=species:S:1:pos:R:3
N -0.92766 20.63617 -8.38596
C -0.15597 19.86359 -9.23251
N 0.57781 20.63545 -10.10170
O -0.12264 18.63600 -9.16345
H -1.04972 21.57653 -8.71755
H -1.71611 20.30809 -7.86400
H 1.22137 20.15594 -10.70188
H 0.38282 21.61245 -10.10717
N -3.11396 23.28673 -4.75001
C -2.65151 24.51304 -5.07208
N -1.29103 24.58860 -5.19306
O -3.40728 25.44251 -5.36842
H -2.50116 22.49063 -4.62699
H -4.10209 23.21217 -4.51640
H -0.72290 23.77630 -5.33005
H -0.86260 25.49058 -5.10120
N -2.83535 19.52961 -0.84758
C -3.85857 19.02445 -0.11540
N -3.77295 17.68259 0.03079
O -4.73770 19.72330 0.40441
H -2.75176 20.51628 -1.00693
H -2.15817 18.85977 -1.16294
H -4.52533 17.28936 0.56944
H -3.10106 17.12516 -0.46215
N -4.22814 19.53507 -9.55002
C -4.11480 20.26830 -10.71546
N -4.68783 19.68782 -11.80427
O -3.58111 21.37338 -10.73234
H -4.60862 18.61354 -9.64497
H -3.92368 19.91772 -8.67226
H -4.88642 20.22761 -12.62321
H -5.06084 18.76473 -11.69741
N -1.33462 18.44343 -3.93922
C -1.97535 19.33924 -4.68291
N -2.40832 18.80553 -5.84865
O -2.32410 20.47296 -4.30250
H -0.96290 18.67079 -3.02386
H -0.98623 17.52633 -4.16838
H -1.86669 18.12621 -6.36292
H -3.01347 19.40689 -6.38557
N -6.21173 22.00562 -1.20173
C -5.68038 21.97363 -2.45672
N -4.76762 20.98004 -2.69089
O -5.88466 22.82722 -3.32852
H -6.01528 21.17761 -0.65506
H -6.73599 22.80194 -0.90542
H -4.49207 20.56109 -1.81916
H -4.15381 21.04014 -3.48320
O -1.61273 24.81617 -0.69568
C -2.47688 23.85627 -1.32779
C -1.59313 22.74335 -1.85384
O -1.02150 22.01850 -0.76192
H -2.16319 25.29081 -0.06406
H -3.22353 23.43396 -0.65416
H -2.86112 24.36774 -2.21587
H -0.82636 23.06735 -2.56536
H -2.18218 22.06451 -2.47720
H -1.01993 22.62856 -0.01510
O -2.06353 16.01503 -2.06125
C -1.08466 15.42056 -1.17556
C -0.96150 13.93421 -1.53678
O -2.05668 13.21499 -0.99901
H -1.82200 15.93067 -2.99299
H -0.12850 15.93728 -1.26866
H -1.59826 15.54083 -0.22555
H 0.00364 13.51766 -1.24585
H -0.97409 13.76894 -2.61900
H -2.88131 13.57607 -1.33610
O -0.39430 15.49780 -4.64463
C 0.96556 15.73262 -4.97107
C 1.17546 16.82359 -6.06582
O -0.03924 17.16457 -6.80269
H -0.83966 15.09061 -5.39468
H 1.50971 16.00377 -4.07277
H 1.35757 14.82517 -5.43465
H 1.81983 16.56770 -6.90828
H 1.58204 17.72739 -5.60143
H 0.30585 17.41714 -7.67301
O -6.53106 23.18365 -7.69054
C -5.63512 22.85399 -6.56932
C -4.88499 21.54130 -6.75689
O -3.81981 21.77310 -7.72318
H -7.32264 22.70701 -7.41843
H -4.89265 23.64825 -6.63222
H -6.30386 22.89997 -5.71112
H -5.49543 20.75369 -7.20796
H -4.34040 21.24836 -5.86080
H -4.20966 21.74109 -8.60879
O 0.08201 19.13735 -1.05726
C 1.48984 18.98236 -0.94530
C 2.18526 20.07497 -1.79568
O 2.22873 21.35501 -1.15536
H -0.13925 20.08247 -1.07497
H 1.82307 19.05715 0.09300
H 1.75109 17.99872 -1.33794
H 1.65569 20.15758 -2.74487
H 3.24338 19.82764 -1.93015
H 3.07782 21.38284 -0.71111
```

The energy relative to the best compared isomer or geometry (same formula, charge and spin) comes out at 9.02 kcal per mole. As for the charge: 0. Its structure (SMILES) is NC(N)=O.NC(N)=O.NC(N)=O.NC(N)=O.NC(N)=O.NC(N)=O.OCCO.OCCO.OCCO.OCCO.OCCO. The calculation puts the energy at -2503.09884 hartree. For the HOMO energy, the calculation gives -8.95 eV. The calculation puts the frontier orbital gap at 9.06 eV.

(2)
DFT (the ωB97M-V functional and the def2-TZVPD basis) results for a molecular structure, C9H16NOP in a non-equilibrium geometry.

```
28
Properties=species:S:1:pos:R:3
C 1.46419 -0.04329 -0.98090
C 0.42050 -1.04026 -0.81759
C 1.94245 0.77438 -0.05304
C -0.52459 -0.95828 0.11466
C 1.22377 1.04185 1.21974
C -0.28373 0.80315 1.00903
C 0.54267 -2.19344 -1.81814
C 3.11606 1.59507 -0.33542
C -0.76132 1.75577 -0.06259
N -4.27765 -1.13127 1.20318
O -3.01342 -0.65444 0.70837
P -1.98396 -1.98132 0.49472
H 2.02677 0.05271 -1.96337
H 1.51873 0.37920 2.06766
H 1.23784 2.14513 1.55180
H -0.96519 0.65237 1.76950
H -0.38820 -2.63458 -1.76331
H 1.23118 -2.87371 -1.37259
H 0.96648 -1.73619 -2.60465
H 2.90612 2.63932 -0.29417
H 3.53576 1.38419 -1.28780
H 3.88510 1.43694 0.33122
H -1.76613 1.38714 -0.34306
H 0.05798 1.68008 -0.86500
H -0.76245 2.83425 0.37960
H -5.18793 -0.75961 0.72763
H -4.40841 -2.09454 1.08147
H -1.75263 -2.46060 1.90303
```

The energy relative to the best compared isomer or geometry (same formula, charge and spin) comes out at 49.10 kcal per mole. As for the charge: 0. The calculation puts the energy at -823.67171 hartree. For the HOMO energy, the calculation gives -8.10 eV. The calculation puts the frontier orbital gap at 8.80 eV.

(3)
DFT (the ωB97M-V functional and the def2-TZVPD basis) results for C16H23N2O6P in the gas phase in a non-equilibrium geometry.

```
48
Properties=species:S:1:pos:R:3
C -3.46291 -1.47716 -1.60677
C -3.69327 -0.25707 -0.77658
C -4.90835 -0.08163 -0.12543
C -5.15973 1.03649 0.64862
C -4.19157 2.01862 0.78444
C -2.97968 1.87346 0.14085
C -2.72071 0.74416 -0.63603
C -1.39436 0.60760 -1.25718
O -0.85811 -0.41502 -1.61213
O -0.82394 1.82178 -1.44400
N 0.42416 1.83696 -2.05180
C 1.30659 1.09088 -1.55901
C 2.67989 1.04869 -2.17373
N 3.01134 -0.19532 -2.55345
O 3.38707 2.02171 -2.27641
P 1.19502 0.15580 0.02428
O 0.08878 0.41094 0.95404
O 1.41750 -1.34502 -0.45769
C 1.22970 -2.37489 0.52737
C -0.19007 -2.90888 0.43242
C 2.27900 -3.44432 0.26049
O 2.65308 0.43287 0.65057
C 2.94780 1.54565 1.49717
C 2.42318 1.29415 2.90503
C 2.40549 2.84263 0.91603
H -3.10203 -1.20903 -2.59754
H -2.69819 -2.10077 -1.14792
H -4.37999 -2.05348 -1.70355
H -5.67064 -0.84076 -0.22715
H -6.11236 1.14177 1.14672
H -4.38205 2.89156 1.38977
H -2.21197 2.62270 0.24493
H 2.42048 -0.97304 -2.30620
H 3.93775 -0.36502 -2.91067
H 1.38859 -1.93712 1.52087
H -0.37360 -3.28374 -0.57141
H -0.33972 -3.70775 1.15399
H -0.88722 -2.10104 0.63776
H 3.27436 -3.00998 0.30905
H 2.19967 -4.23327 1.00306
H 2.12835 -3.87030 -0.72850
H 4.04589 1.57595 1.50787
H 2.82188 0.35860 3.29067
H 1.33902 1.23071 2.88272
H 2.72453 2.10511 3.56257
H 2.69598 3.68117 1.54387
H 1.31840 2.79265 0.87499
H 2.79696 3.00200 -0.08699
```

The energy relative to the best compared isomer or geometry (same formula, charge and spin) comes out at 8.78 kcal per mole. As for the charge: 0. Its structure (SMILES) is Cc1ccccc1C(=O)O/N=C(/C(N)=O)P(=O)(OC(C)C)OC(C)C. The calculation puts the energy at -1525.86417 hartree. For the HOMO energy, the calculation gives -9.36 eV. The calculation puts the frontier orbital gap at 9.57 eV.

(4)
DFT (the ωB97M-V functional and the def2-TZVPD basis) results for a molecular structure, C32H25N4O7Ta in a non-equilibrium geometry.

```
69
Properties=species:S:1:pos:R:3
Ta -0.16027 -0.26576 -0.34584
O 3.03413 -3.62756 1.04556
C 2.29453 -2.55576 0.97456
O 1.16463 -2.53926 0.50936
C 2.90643 -1.32256 1.55446
C 4.18373 -1.25426 2.10686
C 4.58133 -0.04946 2.66946
C 3.68333 1.00814 2.72806
C 2.41473 0.83484 2.17486
N 2.06383 -0.29416 1.56816
C 1.24653 1.76974 2.35046
O 1.45263 3.01104 2.72006
O 0.13093 1.32244 2.19726
H 2.58873 -4.42006 0.69466
H 4.83453 -2.11366 2.09106
H 5.57073 0.05214 3.08806
H 3.96903 1.92264 3.22426
H 2.38183 3.28904 2.76456
C -1.80397 -1.21296 3.94956
C -3.14607 -1.47376 3.73006
C -3.55387 -1.78466 2.44386
C -2.61977 -1.76886 1.40716
N -1.34467 -1.40936 1.61736
C -0.94577 -1.18256 2.86186
C -2.95637 -2.20356 0.04106
C -4.09497 -2.97096 -0.21444
C -4.36647 -3.38336 -1.50774
C -3.48017 -3.03336 -2.51504
C -2.35867 -2.29516 -2.17824
N -2.09467 -1.88646 -0.93744
H -1.43847 -1.02096 4.94296
H -3.85277 -1.45206 4.54626
H -4.58897 -2.01416 2.25666
H 0.10643 -0.97976 2.99136
H -4.75157 -3.26466 0.58776
H -5.24727 -3.96406 -1.72974
H -3.64837 -3.32686 -3.53874
H -1.64067 -2.02246 -2.93614
N 3.88093 -2.93876 -6.23124
C 3.40233 -2.54306 -5.27014
C 2.75853 -2.07146 -4.09834
C 1.78083 -2.86646 -3.49944
C 1.08273 -2.38426 -2.40854
C 1.30193 -1.10456 -1.88134
C 2.31383 -0.34796 -2.48274
C 3.05193 -0.82006 -3.55954
H 1.56203 -3.83816 -3.91634
H 0.33173 -3.01436 -1.94904
H 2.51953 0.65414 -2.12164
H 3.82423 -0.21326 -4.01114
C -1.07537 0.52614 -2.37244
H -2.15887 0.44714 -2.34154
H -0.69167 0.01064 -3.24874
H -0.83627 1.58064 -2.49764
O 1.39303 4.11294 -0.07484
C 0.11553 4.52984 0.06096
C -0.20287 5.88394 0.09286
C -1.51337 6.29814 0.22816
C -2.54007 5.36774 0.36056
C -2.24407 4.02714 0.34626
C -0.92277 3.58624 0.17586
C -0.69997 2.16164 0.02936
O 0.44823 1.68204 -0.30014
O -1.64677 1.34594 0.14086
H 1.96513 4.87984 -0.22744
H 0.59413 6.60944 -0.00584
H -1.73847 7.35224 0.22816
H -3.56047 5.69474 0.45966
H -3.00987 3.27444 0.44106
```

As for the charge: +2. The calculation puts the energy at -2036.69959 hartree. For the HOMO energy, the calculation gives -13.79 eV. The calculation puts the frontier orbital gap at 6.77 eV.